Formula: C4H6S
Source: OMol25
Level of theory: the ωB97M-V functional and the def2-TZVPD basis

Each line ends with the Löwdin charge.
Geometry (Å):
C: 0.272 -1.279 0.187  -0.46
C: -0.390 1.221 0.183  -0.62
C: 1.265 0.878 -0.195  -0.16
C: 1.516 -0.397 -0.111  -0.23
H: 0.372 -1.559 1.419  0.14
H: 0.297 -2.251 -0.569  0.12
H: 0.004 1.552 1.374  0.12
H: -0.970 2.483 -0.369  0.18
H: 1.801 1.781 -0.040  0.07
H: 2.454 -0.898 -0.213  0.09
S: -1.246 -0.228 -0.124  0.75

* spin multiplicity: 1
* energy: -554.038181 Ha
* energy above the lowest of the compared OMol25 structures with the same formula, charge and spin: 3.6459 eV
* highest occupied orbital energy: -8.4 eV



Formula: C18H25N5O3
Source: OMol25
Level of theory: the ωB97M-V functional and the def2-TZVPD basis

Each line ends with the Löwdin charge.
Geometry (Å):
C: -2.231 -6.355 3.442  -0.09
C: -3.634 -6.222 2.870  -0.27
C: -3.582 -5.139 1.850  -0.22
C: -2.960 -5.414 0.443  -0.28
O: -1.607 -5.427 0.336  -0.04
C: -0.922 -4.103 0.580  -0.19
C: 0.382 -4.137 0.843  -0.02
C: 1.417 -3.213 0.773  0.05
C: 0.855 -1.904 0.647  -0.05
C: -0.640 -1.828 0.503  -0.03
C: -1.222 -2.869 0.561  -0.21
H: -2.301 -2.740 0.235  0.16
H: -1.136 -0.861 0.236  0.14
C: 1.664 -0.745 0.869  -0.37
N: 1.223 0.479 0.577  0.21
N: 2.224 1.337 0.854  -0.16
N: 3.177 0.469 0.909  0.05
N: 2.883 -0.685 0.967  0.10
C: 2.413 2.518 0.770  -0.23
H: 3.362 3.026 0.913  0.16
H: 1.822 3.071 1.490  0.14
C: 1.733 3.295 -0.436  -0.09
C: 1.675 4.671 -0.469  -0.44
O: 2.031 5.443 0.486  0.02
N: 1.233 5.107 -1.732  -0.06
C: 0.482 4.486 -2.790  -0.12
H: 0.425 3.492 -2.854  0.06
C: 1.395 5.039 -3.966  -0.03
O: 1.091 6.619 -4.091  -0.09
C: 1.576 7.131 -2.930  -0.40
H: 1.632 8.161 -3.110  0.12
C: 0.942 6.644 -1.850  -0.15
H: 1.354 7.069 -0.779  0.18
H: -0.247 6.980 -1.892  0.19
H: 2.673 6.943 -2.903  0.15
H: 0.983 4.656 -4.813  0.07
H: 2.388 4.709 -4.076  0.11
H: -0.681 4.930 -2.716  0.19
H: 0.723 2.721 -0.622  0.17
H: 2.387 2.927 -1.314  0.17
H: 2.242 -3.266 1.135  0.01
H: 0.950 -5.068 1.096  0.14
H: -3.207 -6.279 0.163  0.04
H: -3.379 -4.628 -0.417  0.17
H: -3.049 -4.015 2.125  0.17
H: -4.762 -4.887 1.547  0.16
H: -4.125 -7.050 2.404  0.10
H: -4.410 -5.881 3.655  0.13
H: -1.642 -5.511 3.763  0.07
H: -2.133 -6.976 4.163  -0.02
H: -1.468 -6.725 2.555  0.14

* spin multiplicity: 1
* energy: -1199.775121 Ha
* energy above the lowest of the compared OMol25 structures with the same formula, charge and spin: 19.5506 eV
* highest occupied orbital energy: -8.5 eV



Formula: C56H98N14
Source: OMol25
Level of theory: the ωB97M-V functional and the def2-TZVPD basis

Each line ends with the Löwdin charge.
Geometry (Å):
C: -4.553 1.459 7.391  -0.12
C: -5.477 0.951 6.317  -0.24
C: -4.752 0.825 4.899  -0.18
C: -4.234 2.118 4.391  -0.19
N: -3.760 3.147 4.108  0.16
H: -4.503 2.583 7.320  0.09
H: -3.556 1.094 7.204  0.06
H: -4.928 1.039 8.340  0.08
H: -6.332 1.555 6.217  0.08
H: -5.776 -0.134 6.493  0.13
H: -5.465 0.457 4.255  0.07
H: -3.848 0.197 4.957  0.08
C: 2.624 -0.477 6.580  -0.09
C: 2.961 0.558 5.476  -0.24
C: 2.945 -0.080 4.069  -0.18
C: 4.136 -0.960 3.944  -0.25
N: 5.081 -1.581 3.919  0.18
H: 2.500 0.074 7.540  0.09
H: 3.269 -1.324 6.550  0.05
H: 1.631 -0.943 6.352  0.07
H: 3.928 1.007 5.794  0.12
H: 2.256 1.373 5.395  0.07
H: 2.938 0.701 3.256  0.10
H: 2.060 -0.673 3.834  0.10
C: 3.713 -4.738 3.832  -0.10
C: 4.241 -4.791 2.411  -0.26
C: 3.288 -4.953 1.249  -0.18
C: 2.343 -3.813 1.052  -0.16
N: 1.625 -2.898 0.864  0.17
H: 4.467 -4.977 4.524  0.06
H: 2.938 -5.461 4.013  0.07
H: 3.373 -3.776 4.141  0.04
H: 4.987 -5.588 2.429  0.11
H: 4.807 -3.886 2.141  0.10
H: 2.651 -5.872 1.302  0.13
H: 3.901 -4.994 0.353  0.07
C: -4.484 -0.591 -0.261  -0.08
C: -4.918 -1.608 -1.341  -0.27
C: -5.227 -2.918 -0.738  -0.20
C: -4.067 -3.598 -0.212  -0.18
N: -3.143 -4.028 0.324  0.19
H: -3.505 -0.896 0.157  0.07
H: -5.227 -0.468 0.542  0.08
H: -4.193 0.384 -0.721  0.06
H: -4.154 -1.727 -2.080  0.09
H: -5.756 -1.213 -1.881  0.10
H: -5.748 -3.566 -1.462  0.14
H: -5.825 -2.787 0.134  0.12
C: 5.137 2.581 3.136  -0.10
C: 5.878 3.826 3.657  -0.25
C: 5.044 5.046 3.488  -0.21
C: 3.687 4.912 4.113  -0.18
N: 2.626 4.861 4.618  0.16
H: 5.568 1.657 3.518  0.07
H: 5.224 2.578 2.031  0.07
H: 4.053 2.601 3.355  0.05
H: 6.865 3.966 3.185  0.12
H: 5.987 3.755 4.746  0.11
H: 4.817 5.314 2.437  0.07
H: 5.475 5.937 3.945  0.12
C: -6.771 -0.075 -8.123  -0.13
C: -5.841 -1.128 -7.699  -0.28
C: -6.059 -1.639 -6.257  -0.18
C: -6.214 -0.460 -5.382  -0.24
N: -6.489 0.427 -4.672  0.15
H: -7.796 -0.469 -8.139  0.09
H: -6.585 0.351 -9.101  0.08
H: -6.742 0.760 -7.472  0.05
H: -4.806 -0.779 -7.808  0.09
H: -5.886 -2.074 -8.280  0.12
H: -5.261 -2.326 -5.937  0.09
H: -7.020 -2.166 -6.119  0.13
C: -1.213 3.792 2.529  -0.16
C: -0.697 4.027 3.900  -0.28
C: 0.153 2.884 4.409  -0.22
C: -0.544 1.648 4.802  -0.22
N: -1.071 0.725 5.216  0.17
H: -2.026 4.500 2.348  0.07
H: -1.694 2.827 2.306  0.06
H: -0.496 3.955 1.754  0.06
H: -1.466 4.369 4.648  0.12
H: -0.041 4.913 3.784  0.10
H: 0.804 3.198 5.217  0.08
H: 0.859 2.557 3.657  0.09
C: 3.752 4.951 -3.259  -0.10
C: 3.352 3.909 -2.188  -0.27
C: 4.517 3.504 -1.298  -0.21
C: 4.953 4.557 -0.371  -0.24
N: 5.234 5.388 0.313  0.17
H: 2.789 5.332 -3.724  0.09
H: 4.441 4.591 -3.971  0.05
H: 4.230 5.830 -2.765  0.08
H: 3.021 2.973 -2.669  0.10
H: 2.553 4.291 -1.568  0.10
H: 5.475 3.206 -1.814  0.14
H: 4.329 2.643 -0.646  0.07
C: -0.190 -2.458 -2.626  -0.12
C: -0.319 -3.828 -3.260  -0.23
C: -1.621 -4.585 -2.860  -0.17
C: -2.812 -4.178 -3.572  -0.24
N: -3.678 -3.919 -4.275  0.16
H: 0.798 -2.002 -2.810  0.07
H: -0.376 -2.567 -1.541  0.06
H: -0.961 -1.766 -2.984  0.07
H: 0.503 -4.414 -2.826  0.11
H: -0.173 -3.709 -4.309  0.10
H: -1.836 -4.533 -1.748  0.11
H: -1.411 -5.575 -3.217  0.11
C: 4.485 -0.828 0.441  -0.10
C: 3.869 -0.870 -0.930  -0.27
C: 4.698 -1.529 -2.013  -0.17
C: 4.725 -3.005 -1.894  -0.21
N: 4.631 -4.132 -1.766  0.15
H: 5.418 -0.281 0.518  0.08
H: 4.592 -1.805 0.766  0.03
H: 3.841 -0.353 1.205  0.06
H: 3.782 0.188 -1.214  0.09
H: 2.880 -1.235 -0.824  0.06
H: 5.791 -1.287 -2.008  0.13
H: 4.347 -1.263 -3.034  0.09
C: 1.335 1.940 -7.390  -0.11
C: 0.306 1.124 -6.736  -0.26
C: 0.793 -0.271 -6.312  -0.19
C: 1.724 -0.351 -5.249  -0.24
N: 2.564 -0.244 -4.482  0.19
H: 0.999 2.958 -7.467  0.07
H: 1.418 1.649 -8.421  0.08
H: 2.306 1.875 -6.867  0.09
H: -0.404 0.917 -7.492  0.10
H: -0.060 1.628 -5.832  0.11
H: 1.256 -0.803 -7.111  0.12
H: 0.003 -0.952 -6.028  0.09
C: -3.053 2.712 -2.626  -0.10
C: -3.076 1.313 -3.213  -0.23
C: -3.153 1.427 -4.804  -0.17
C: -2.851 0.228 -5.525  -0.23
N: -2.624 -0.721 -6.144  0.18
H: -3.941 3.275 -2.971  0.09
H: -2.139 3.171 -2.944  0.07
H: -3.082 2.777 -1.559  0.06
H: -3.950 0.762 -2.886  0.07
H: -2.141 0.764 -2.905  0.09
H: -2.477 2.244 -5.092  0.12
H: -4.130 1.764 -5.075  0.09
C: 0.005 -3.015 4.593  -0.13
C: -0.700 -4.133 3.890  -0.23
C: -1.612 -3.485 2.773  -0.20
C: -2.779 -2.793 3.368  -0.18
N: -3.780 -2.222 3.729  0.13
H: -0.673 -2.345 5.127  0.07
H: 0.587 -2.493 3.856  0.05
H: 0.726 -3.376 5.296  0.06
H: -1.271 -4.792 4.514  0.10
H: 0.063 -4.710 3.365  0.09
H: -2.009 -4.280 2.198  0.05
H: -1.051 -2.924 2.043  0.09
C: 0.452 0.861 -1.852  -0.11
C: -0.407 0.372 -0.671  -0.20
C: 0.379 0.470 0.716  -0.15
C: 1.290 1.557 0.635  -0.28
N: 2.063 2.360 0.444  0.22
H: 0.078 0.640 -2.880  0.06
H: 1.457 0.435 -1.852  0.05
H: 0.668 1.909 -1.754  0.05
H: -0.686 -0.670 -0.750  0.06
H: -1.353 0.945 -0.445  0.11
H: 0.924 -0.480 0.789  0.08
H: -0.314 0.686 1.557  0.12

* spin multiplicity: 1
* energy: -2959.010455 Ha
* energy above the lowest of the compared OMol25 structures with the same formula, charge and spin: 3.4953 eV
* highest occupied orbital energy: -10.7 eV



Among the records above, which one has the highest energy above the lowest of the compared OMol25 structures with the same formula, charge and spin?
C18H25N5O3